Density functional theory data (wB97M-V/def2-TZVPD) for a 2-piece molecular cluster, C4ClO3 overall in a non-equilibrium geometry.

ΔE to the lowest compared entry with this formula, charge and spin, eV: 0.000
Charge: -1
HOMO-LUMO gap, eV: 8.610
Spin multiplicity: 1

The geometry in XYZ format:
```
8
Properties=species:S:1:pos:R:3:nbo_charge:R:1
C -0.016 -1.226 2.114 0.66
C -0.149 -0.180 1.434 -0.64
C 0.086 0.491 -3.187 0.49
C 0.008 0.669 0.441 0.69
O 0.020 -2.037 2.994 -0.59
O -1.006 0.658 -2.828 -0.56
O -0.392 1.732 0.018 -0.56
Cl 1.449 -0.107 -0.986 -0.51
```

---

Density functional theory data (wB97M-V/def2-TZVPD) for C4FeO18V3 as an isolated structure in a non-equilibrium geometry.

Charge: -3
Expectation value of S²: 12.034
HOMO-LUMO gap (spin up / spin down), eV: 5.451 / 4.668
Spin multiplicity: 7

The geometry in XYZ format:
```
26
Properties=species:S:1:pos:R:3:mulliken_spin:R:1
O 2.268 -2.087 1.433 0.00
V 0.656 -2.264 1.111 0.00
O 0.080 -3.677 1.400 0.00
O 3.315 0.193 0.216 0.00
V 2.612 1.461 0.798 0.00
O 2.759 1.784 2.377 0.00
O -2.229 -2.904 3.257 -0.04
V -2.827 -1.613 2.494 1.10
O -3.081 -0.390 3.551 -0.05
Fe -0.370 1.094 -0.964 4.06
C 1.149 3.214 -0.822 0.00
O 1.414 2.009 -1.091 0.06
O 1.516 3.474 0.281 0.01
O -0.082 3.109 -0.661 0.06
C -1.992 0.942 -3.052 -0.04
O -2.203 1.069 -1.844 0.25
O -2.233 -0.038 -3.737 0.06
O -0.802 1.131 -3.068 0.39
C -0.531 0.368 1.673 0.00
O -0.738 -0.839 1.913 0.00
O -1.276 0.951 0.866 0.03
O 0.587 0.511 1.159 0.02
C 0.485 -1.875 -1.823 0.01
O 0.625 -2.052 -3.044 0.01
O 0.750 -2.797 -1.059 0.01
O 0.145 -0.775 -1.367 0.06
```